C25H40F5NO6P | ωB97M-V/def2-TZVPD

Last column: Mulliken charge in e.
Cartesian coordinates (Å):
C: 4.560837 1.247368 -2.282544  -0.876
C: 4.014523 2.715487 -1.725692  -0.210
C: 3.281404 2.627732 -0.254202  -0.680
O: 1.980222 1.943575 -0.252025  0.052
C: 0.862571 2.844422 0.042154  -0.265
C: -0.626089 2.153870 0.092435  -0.397
N: -1.330584 1.928297 -1.209713  0.286
C: -0.792425 0.814165 -2.097702  -1.109
C: 0.079889 -0.368475 -1.396369  0.502
C: -0.163863 -1.767270 -2.286963  -0.545
C: 0.099263 -3.000663 -1.188426  -0.329
C: 1.688404 -3.034022 -0.676139  -0.057
C: 2.026681 -4.329449 0.280798  -0.770
C: 1.434448 -4.220395 1.808203  -0.400
C: 1.696915 -2.769616 2.530609  0.248
C: 1.711664 -2.817257 4.176145  -0.557
O: 2.242513 -1.530185 4.651986  -0.380
C: 1.192035 -0.487369 4.678329  -0.153
C: -2.818424 1.585680 -1.020509  0.961
F: -3.536793 2.428686 -0.022297  -0.315
F: -3.615486 1.767541 -2.292076  -0.343
C: -3.054742 0.064963 -0.361171  0.034
C: -3.599590 -1.167965 -1.315058  -0.426
C: -3.896187 -2.704668 -0.828559  -0.559
C: -3.682475 -3.051396 0.760702  -0.528
C: -3.146353 -1.841543 1.764716  -0.031
C: -2.989791 -2.279700 3.367800  0.756
F: -2.166460 -1.322004 4.151710  -0.219
F: -2.589057 -3.704732 3.536996  -0.234
F: -4.389630 -2.178078 3.927561  -0.241
C: -2.825060 -0.293940 1.231264  -0.131
C: -1.126059 3.190449 -2.074297  -0.099
P: -2.087729 4.743415 -1.616400  0.781
O: -1.937057 5.232743 -0.097213  -0.663
O: -3.816156 4.706665 -1.926115  -0.529
O: -1.516739 6.133314 -2.569893  -0.539
C: 0.467635 3.704373 -2.075072  -0.669
O: 0.898434 4.127118 -0.738076  -0.364
H: 5.591941 1.364490 -2.870952  0.333
H: 3.806465 0.780736 -3.068301  0.164
H: 4.782342 0.481419 -1.413051  0.226
H: 3.355497 3.186588 -2.573481  0.124
H: 4.991067 3.399471 -1.663810  0.368
H: 4.004580 1.965276 0.426426  0.358
H: 3.283120 3.695699 0.230708  0.320
H: 1.059998 3.212703 1.163965  0.389
H: -1.223263 2.905517 0.809042  0.579
H: -0.512469 1.189703 0.787025  -0.055
H: -1.646713 0.245277 -2.712960  0.316
H: -0.097762 1.205511 -2.989032  0.424
H: -0.268444 -0.671601 -0.303204  -0.327
H: 1.263181 -0.223143 -1.467463  0.119
H: 0.630098 -1.865278 -3.145928  0.411
H: -1.266583 -1.896034 -2.647114  0.315
H: -0.552902 -2.867603 -0.206247  -0.160
H: -0.223775 -4.044793 -1.642752  0.417
H: 1.971175 -2.011892 -0.146186  -0.087
H: 2.346998 -3.150704 -1.661049  0.300
H: 1.633188 -5.337559 -0.180824  0.297
H: 3.214332 -4.384531 0.381440  0.299
H: 0.293701 -4.560375 1.876996  0.176
H: 2.038435 -5.022286 2.452791  0.352
H: 0.828925 -2.046585 2.196955  -0.278
H: 2.758199 -2.369943 2.200961  0.238
H: 0.669706 -3.118658 4.625463  0.218
H: 2.477704 -3.651104 4.552726  0.300
H: 0.207579 -1.029061 5.068232  0.148
H: 1.415750 0.372110 5.457787  0.282
H: 1.030575 0.047066 3.633579  -0.099
H: -3.775102 -0.937282 -2.472519  0.384
H: -4.252523 -3.523548 -1.595718  0.343
H: -3.901070 -4.125329 1.187086  0.359
H: -2.472643 0.509397 2.008137  0.466
H: -1.445022 2.899368 -3.187839  0.701
H: -4.295792 4.662003 -1.045941  0.353
H: -2.058259 6.077512 -3.432068  0.359
H: 0.610968 4.656481 -2.782206  0.407
H: 1.196106 2.889838 -2.545567  0.159

Atoms 1-6, force components in eV/Å:
C 0.300 -0.106 -0.484
C 0.861 -0.442 -0.493
C 2.488 0.184 0.218
O -1.306 1.953 -0.507
C 1.244 1.349 2.174
C 1.565 0.433 4.164

For the energy above the lowest of the compared OMol25 structures with the same formula, charge and spin, the calculation gives 21.532 eV. As for the net charge: +1. The gap between HOMO and LUMO comes out at 0.2831 Eh. The HOMO energy is -11.665 eV. The electronic energy comes out at -63200.038 eV. The value obtained for the LUMO energy is -4.0 eV. The SMILES is CCCO[C@@H]1C[N@@+](CCCCCCCCCOC)(C(F)(F)c2cccc(C(F)(F)F)c2)[C@@H](P(=O)(O)O)CO1.


C25H40FINO4PS | ωB97M-V/def2-TZVPD

Last column: Mulliken charge in e.
Cartesian coordinates (Å):
C: 1.223464 5.029525 3.340018  -0.529
C: 1.548878 3.676553 3.020271  -0.252
C: 1.917007 2.258516 2.284332  -0.198
C: 2.030740 2.387734 0.620408  -0.205
C: 3.094490 1.209154 0.167902  -0.594
C: 2.974566 0.751649 -1.404835  -0.242
C: 4.457223 0.912848 -2.080740  -0.128
P: 4.513352 2.746671 -2.742928  0.130
O: 3.964341 3.792265 -1.691385  -0.608
O: 4.716126 0.079836 -3.257835  -0.373
S: 5.226257 -1.496172 -2.864442  0.569
O: 6.245228 -1.487615 -1.656845  -0.532
O: 3.906198 -2.461646 -2.290062  -0.412
C: 3.275171 -1.852027 -1.113164  0.450
C: 2.525415 -3.105794 -0.303376  -1.053
C: 2.456309 -2.867687 1.327219  0.222
C: 1.374058 -3.928700 1.986741  -0.738
C: -0.101755 -3.287208 2.297549  -0.233
C: -1.332427 -4.130286 1.561161  -0.474
C: -2.817107 -3.500656 1.903878  -0.619
C: -3.814470 -3.395356 0.588633  -0.805
C: -3.206232 -2.191274 -0.382126  0.119
C: -4.421334 -1.478893 -1.269048  -0.736
C: -4.807339 0.022122 -0.733693  -0.605
C: -4.059723 1.125800 -1.727955  0.028
C: -4.564475 2.611191 -1.216571  -0.895
N: -3.438572 3.330004 -0.455099  0.248
C: -3.328658 3.450014 1.058599  -0.267
C: -1.974033 4.327695 1.468918  -0.391
C: -1.323399 4.659551 -0.021956  -0.366
C: -2.298472 4.017099 -1.186489  -0.331
C: 2.246190 -0.696971 -1.643835  0.215
F: 1.931897 -0.983585 -3.093737  -0.397
I: 0.310723 -0.616088 -0.622740  0.113
H: 0.904373 6.176947 3.418285  0.332
H: 3.009481 1.923917 2.630423  0.319
H: 1.208778 1.368277 2.598979  0.232
H: 2.449211 3.482092 0.412271  0.298
H: 0.974739 2.303299 0.112114  0.042
H: 2.886110 0.228940 0.816380  -0.089
H: 4.158131 1.580982 0.495098  0.405
H: 2.278065 1.566823 -1.930134  0.607
H: 5.274134 0.886031 -1.244880  0.581
H: 3.667472 2.788633 -3.942250  0.111
H: 5.853213 3.073781 -3.227181  0.131
H: 4.005822 -1.378034 -0.333642  0.358
H: 3.263122 -4.032238 -0.455156  0.328
H: 1.513195 -3.427168 -0.793545  0.143
H: 2.104174 -1.764305 1.591863  -0.266
H: 3.511494 -2.991751 1.863310  0.352
H: 1.315159 -4.843494 1.232766  0.338
H: 1.834602 -4.250664 3.036003  0.317
H: -0.230809 -2.166538 1.984543  -0.024
H: -0.310013 -3.343720 3.471427  0.290
H: -1.225609 -4.190620 0.395956  0.176
H: -1.245751 -5.242990 1.979369  0.314
H: -2.702325 -2.445914 2.422676  0.283
H: -3.369154 -4.198466 2.682664  0.329
H: -3.915285 -4.405031 -0.003463  0.256
H: -4.893503 -3.048194 0.947606  0.354
H: -2.410041 -2.643292 -1.146252  0.241
H: -2.686373 -1.394096 0.311276  -0.114
H: -4.053722 -1.432048 -2.396045  0.315
H: -5.374233 -2.159309 -1.219807  0.371
H: -5.981790 0.182667 -0.863401  0.342
H: -4.486755 0.178237 0.386144  0.214
H: -4.368718 0.972184 -2.866473  0.315
H: -2.891356 1.003833 -1.557719  -0.029
H: -4.974059 3.281576 -2.110153  0.267
H: -5.474874 2.475181 -0.456430  0.335
H: -4.008712 3.035654 1.921510  0.298
H: -1.582945 4.634423 2.544796  0.239
H: -0.326996 5.258436 -0.208797  0.301
H: -2.147887 4.047686 -2.366893  0.276

Atoms 1-6, force components in eV/Å:
C 2.103 -9.219 -2.979
C -2.405 9.226 0.972
C 0.796 0.259 0.225
C 0.123 0.640 0.914
C -0.787 -0.507 0.741
C -0.575 1.637 -0.967

For the energy above the lowest of the compared OMol25 structures with the same formula, charge and spin, the calculation gives 17.304 eV. As for the net charge: 0. The gap between HOMO and LUMO comes out at 0.2766 Eh. The HOMO energy is -7.611 eV. The electronic energy comes out at -67175.979 eV. The value obtained for the LUMO energy is -0.1 eV.